Here is 9 unconnected molecules or ions with the total composition C3H20NO11 at a distorted geometry from the Open Molecules 2025 dataset. Energies are from wB97M-V/def2-TZVPD.

Last column: Mulliken charge in e.
Cartesian coordinates (Å):
O (1.117782, -1.583949, -1.227188)  -0.715
C (0.915401, -0.418988, -0.970806)  0.391
N (-0.462953, -0.088296, -1.035625)  0.538
C (-1.220629, 1.060481, -0.605531)  0.429
O (-0.646290, 2.156189, -0.304384)  -0.858
O (-2.441917, 0.864884, -0.709038)  -0.764
C (1.932197, 0.600350, -0.545571)  -0.918
H (-1.037537, -0.942025, -1.158872)  0.150
H (2.313343, 1.212846, -1.398967)  0.284
H (2.821359, 0.065655, -0.224154)  0.538
H (1.527712, 1.333194, 0.230640)  -0.055
H (0.305604, 2.751735, -1.645857)  0.409
H (0.695896, 4.143933, -2.084137)  0.261
O (0.914844, 3.230897, -2.228644)  -0.680
H (1.140995, -1.326241, 2.270310)  0.395
H (2.342765, -1.341543, 1.289671)  0.200
O (1.441397, -1.627124, 1.384525)  -0.581
H (0.316325, 2.256644, 1.222611)  0.317
H (0.059997, 3.501552, 1.854889)  0.316
O (0.665510, 2.778185, 1.983118)  -0.702
H (0.650941, -1.448368, -3.586134)  0.340
H (-0.570693, -0.736306, -3.797786)  0.337
O (-0.036455, -1.412927, -4.257581)  -0.658
H (-0.007015, -3.179979, -1.105247)  0.391
H (0.222087, -3.309341, 0.419330)  0.329
O (-0.293309, -3.671810, -0.306903)  -0.699
H (-2.599269, -0.426317, 2.022569)  0.359
H (-1.720406, 0.788715, 2.213885)  0.313
O (-1.919634, -0.071462, 2.605392)  -0.726
H (0.704608, 0.817779, 3.126300)  0.307
H (-0.178056, -0.413893, 3.123354)  0.471
O (0.725614, -0.107950, 3.387712)  -0.742
H (-2.771800, -1.152531, -0.366486)  0.333
H (-2.032861, -2.383840, 0.186021)  0.417
O (-2.875556, -1.920165, 0.238596)  -0.724

Cartesian forces, eV/Å:
O 1.7 -0.4 -1.1
C -2.6 0.5 0.4
N 1.1 0.1 0.4
C -0.7 0.3 -1.1
O 0.1 -1.3 0.2
O 0.1 -0.1 0.5
C 0.1 1.2 0.0
H 0.7 1.1 0.0
H -0.8 -0.3 0.4
H -0.1 -0.1 0.4
H 0.8 -1.3 -1.2
H -0.2 -0.1 0.4
H -0.1 0.5 0.1
O 0.5 -0.3 -0.6
H 0.7 0.2 -0.6
H 0.4 0.1 0.1
O -0.9 -0.9 0.5
H 0.3 0.0 0.0
H -0.2 0.9 0.4
O -0.2 -0.8 -0.3
H 0.6 -0.6 0.0
H -0.2 -0.3 -0.7
O -0.4 0.9 0.8
H 0.1 -0.2 0.9
H 0.4 0.4 -0.1
O -0.6 -0.1 -0.6
H 0.0 -0.4 -0.3
H -0.1 0.0 0.0
O 0.0 0.4 0.1
H 0.2 0.4 -0.1
H 0.4 0.4 0.4
O -0.9 -0.4 0.3
H -0.4 -0.1 0.6
H 0.2 -0.4 0.0
O -0.1 0.7 -0.4

The charge is -1. For the gap between HOMO and LUMO, the calculation gives 9.8 eV. As for the energy above the lowest of the compared OMol25 structures with the same formula, charge and spin: 107.1 kJ/mol. As for the spin multiplicity: 1. Its LUMO energy is 3.013 eV. The calculation puts the calculated total energy at -1008.870306 hartree. For the molar mass, the calculation gives 246.19 g/mol. The value obtained for the HOMO energy is -6.7 eV.